[1]
DFT (wB97M-V/def2-TZVPD) results for C9H23N as an isolated structure.

Cartesian coordinates (Å):
1 C -0.63 0.86 2.07
2 C -1.15 1.89 3.06
3 C 0.70 0.25 2.52
4 C -1.63 -0.20 1.64
5 C 0.85 1.98 0.19
6 N -0.46 1.50 0.65
7 H -1.13 2.26 0.59
8 H -1.32 1.41 4.02
9 H 1.47 1.02 2.65
10 H -1.32 0.31 0.41
11 H -2.10 2.31 2.73
12 H -0.43 2.70 3.21
13 H 0.53 -0.25 3.47
14 H 1.06 -0.49 1.81
15 H -1.43 -1.17 2.10
16 H -2.66 0.09 1.85
17 H 0.72 2.44 -0.79
18 H 1.53 1.14 0.11
19 H 1.28 2.72 0.86
20 C 0.67 -1.25 -2.14
21 C -0.48 -0.39 -2.68
22 C 0.13 -2.39 -1.27
23 C 1.54 -1.78 -3.27
24 H 1.29 -0.61 -1.49
25 H 0.96 -2.42 -3.93
26 H 1.95 -0.96 -3.87
27 H -1.13 -0.99 -3.32
28 H -0.10 0.45 -3.26
29 H -1.08 0.00 -1.86
30 H -0.44 -1.99 -0.44
31 H -0.52 -3.04 -1.86
32 H 0.94 -3.01 -0.88
33 H 2.38 -2.37 -2.89

Charge: 0
HOMO in eV: -8.159
Orbital gap in eV: 9.0

Here are the natural (NBO) charges for atoms 1 to 8, given in e: C 0.124; C -0.620; C -0.629; C -0.753; C -0.413; N -0.659; H 0.367; H 0.218

---

[2]
DFT (wB97M-V/def2-TZVPD) results for an isolated ion of composition C6H10N3OS and charge +1.

Cartesian coordinates (Å):
1 C -3.07 1.33 0.13
2 C -4.27 0.74 -0.15
3 C -2.05 0.28 0.17
4 C -0.67 0.53 0.22
5 C 0.23 -1.91 0.79
6 C 2.32 -0.43 -1.40
7 N -2.56 -0.91 0.07
8 N 0.39 -0.78 -0.03
9 N -0.04 1.61 0.16
10 O 1.71 -0.25 -0.12
11 S -4.13 -0.96 -0.22
12 H -2.85 2.38 0.16
13 H -5.17 1.41 -0.38
14 H -0.23 -1.82 1.82
15 H -0.44 -2.68 0.28
16 H 1.29 -2.31 0.86
17 H 3.41 -0.67 -1.16
18 H 2.18 0.47 -1.93
19 H 1.83 -1.31 -1.99
20 H -0.57 2.42 0.05
21 H 0.96 1.34 0.22

Charge: +1
HOMO (spin up / spin down) in eV: -13.402 / -13.401
Orbital gap (spin up / spin down) in eV: 8.6 / 8.6

Here are the natural (NBO) charges for atoms 1 to 8, given in e: C -0.246; C -0.429; C -0.014; C 0.571; C -0.471; C -0.264; N -0.546; N -0.126

---

Computed relative energy (zero: lowest compared OMol25 entry of this formula, charge and spin) (kJ/mol) in order:
0.0 388.2
Computed M (g mol⁻¹) in order:
145.29 172.23